Entry 1:
16
Properties=species:S:1:pos:R:3:forces:R:3 method="wB97M-V/def2-TZVPD" smiles="C[C@@H](CN)[SH](=O)=O" orbital_gap_ev=9.80 homo_ev=-9.19
C 0.535788 -1.477730 0.480858 3.004 -0.391 -0.948
C 0.117125 -0.130636 0.683927 -4.899 2.750 1.085
C 0.876327 1.004215 0.153468 -1.046 -0.675 0.170
N 0.861458 0.927854 -1.294437 1.988 -1.057 -1.256
S -1.934731 0.094410 -0.154356 4.361 2.557 -0.525
O -2.147404 -0.762621 -1.308532 -0.468 0.374 0.925
O -2.711035 0.194587 1.041274 -1.384 -0.701 0.415
H 0.995794 -1.762306 1.395188 0.424 -0.908 0.786
H -0.306066 -2.014052 0.281689 -2.091 -2.267 -0.367
H 1.277467 -1.663980 -0.343316 -0.719 0.431 0.643
H -0.327025 0.114184 1.709837 0.908 -0.662 -1.202
H 0.347855 1.895366 0.420146 -0.117 0.871 0.430
H 1.772757 0.946661 0.786083 0.744 0.362 -0.873
H 1.828735 1.124168 -1.597115 -0.842 -0.017 -0.366
H 0.643704 -0.039362 -1.680902 0.382 1.594 0.965
H -1.830745 1.549246 -0.573815 -0.244 -2.263 0.117

Entry 2:
17
Properties=species:S:1:pos:R:3:forces:R:3 method="wB97M-V/def2-TZVPD" smiles="CC(C)=CN.O" orbital_gap_ev=9.24 homo_ev=-8.38
C 0.927830 -0.803165 -0.634007 -0.299 -0.491 0.523
C 0.064489 -0.655897 0.598672 -0.505 0.739 -1.321
C -0.794462 -1.854888 0.907171 0.423 -0.539 0.178
C -0.244133 0.545468 1.074034 0.311 -0.821 0.824
N 0.361643 1.759372 0.672999 -0.210 0.427 -0.145
H 1.536566 -1.686201 -0.507349 0.389 -0.316 -0.143
H 0.229642 -1.005141 -1.448587 0.195 0.030 -0.251
H 1.562243 0.031607 -0.903877 -0.085 0.182 0.112
H -0.356222 -2.749331 0.453535 0.039 0.054 0.114
H -0.868525 -2.059146 1.976379 -0.168 0.098 -0.021
H -1.793954 -1.779663 0.472896 -0.003 0.197 0.118
H -0.993056 0.580053 1.859201 -0.115 0.325 0.013
H -0.163163 2.531751 1.045692 -0.014 0.281 0.040
H 1.327201 1.897574 0.944923 0.003 -0.301 -0.064
O 0.044785 1.719892 -2.353649 0.508 -0.070 -0.169
H -0.807693 1.833771 -2.773539 -0.224 0.025 0.340
H -0.033190 1.693946 -1.384493 -0.246 0.180 -0.149

Entry 3:
45
Properties=species:S:1:pos:R:3:forces:R:3 method="wB97M-V/def2-TZVPD" smiles=CCCSSCCN.O.O.O.O.O.O.O.O orbital_gap_ev=9.07 homo_ev=-9.13
C 0.342876 -1.404865 2.258850 1.998 -2.891 -2.555
C -0.613268 -0.350021 2.466666 -3.439 2.332 0.244
C 0.167105 0.938836 2.973826 0.325 -0.396 0.526
S -0.914925 2.402836 3.518937 0.484 -3.628 2.509
S -0.937330 3.788623 2.231587 0.464 2.137 -2.437
C -2.055971 3.161629 0.930713 1.073 2.146 -0.649
C -1.346735 2.216212 0.008453 -0.107 -1.930 -1.452
N -2.100676 2.039095 -1.367724 0.200 -0.427 2.628
H 1.087387 -1.024490 1.501119 0.050 -0.142 1.121
H 0.113256 -2.377761 1.707279 -0.686 1.451 1.094
H 0.792430 -1.764120 3.166935 0.694 0.222 0.411
H -1.409923 -0.510598 3.224456 0.890 -0.413 0.326
H -1.396871 -0.311697 1.613791 1.812 0.674 0.591
H 0.808773 0.559857 3.844898 -1.442 0.634 -0.487
H 1.013607 1.314690 2.382748 -0.698 0.015 -0.759
H -2.788666 2.671509 1.505324 -1.450 -0.449 0.283
H -2.410387 4.088388 0.395880 0.061 -0.949 0.513
H -0.300892 2.582180 -0.301536 -1.428 -0.861 0.963
H -1.402241 1.175241 0.612210 0.857 2.292 -1.839
H -3.060288 2.409349 -1.245825 1.089 0.034 -0.656
H -1.554347 2.459467 -2.099984 -0.388 0.527 -0.131
O -0.167476 -3.891549 0.338383 2.661 -1.545 -1.383
H -0.791128 -3.223416 0.365402 -2.833 1.930 0.786
H 0.279264 -3.516250 -0.451191 0.400 -1.070 0.485
O 1.491659 -0.001845 -3.394225 -2.490 -1.659 -0.817
H 0.871456 0.488496 -3.978068 0.563 -0.597 0.561
H 0.869845 -0.705006 -2.912238 1.742 2.446 -1.607
O 3.454991 -1.967604 -1.855251 -5.805 1.664 -0.918
H 3.447398 -1.037872 -1.572144 0.157 -0.292 -0.383
H 4.281584 -2.199110 -1.691717 5.810 -2.000 1.203
O 4.545919 -0.874186 0.803943 -0.297 -0.521 0.645
H 4.132107 -0.046179 0.531292 -0.196 -0.180 0.091
H 3.926472 -1.362477 1.392558 0.523 0.782 -0.773
O -0.058750 -0.534838 -1.557791 2.078 -2.417 -1.059
H -0.562818 0.090154 -1.134101 -1.854 2.302 1.672
H 0.220894 -1.195639 -0.913136 -0.469 0.157 0.110
O -3.523170 -0.447864 -1.635405 -1.474 1.065 0.920
H -2.809570 0.145455 -1.888235 0.299 0.688 -0.296
H -4.075087 0.159173 -1.060034 0.830 -1.276 -0.960
O -1.838927 -2.096468 -0.546554 -0.174 -2.178 -0.457
H -2.083931 -2.821687 -1.177916 0.357 0.767 0.966
H -2.340514 -1.372124 -0.914322 -0.758 0.617 0.000
O 3.150335 0.679451 -1.753410 3.370 1.728 2.167
H 3.218834 1.352252 -2.423758 0.161 0.110 -0.351
H 2.327700 0.314775 -1.900686 -2.957 -0.895 -0.849

Entry 4:
10
Properties=species:S:1:pos:R:3:forces:R:3 method="wB97M-V/def2-TZVPD" total_charge=+2 orbital_gap_ev="6.51 / 4.78" multiplicity=2 homo_ev="-16.36 / -16.29"
O 2.009982 0.820340 0.071926 2.055 2.885 -0.532
C 1.800837 -0.496332 0.339542 1.676 -2.635 -5.008
O 0.540803 -0.851855 0.218196 -1.091 -0.220 1.395
O 2.714326 -1.202913 -0.024101 -0.985 -0.042 2.435
Mg 0.366842 2.094049 -0.036072 0.319 -1.132 0.137
C -0.444480 0.144953 0.152760 0.280 0.854 0.082
C -1.704494 -0.160431 0.173476 -1.368 -0.253 0.150
O -2.881740 -0.280358 0.217728 0.992 0.087 -0.066
Hg -5.338808 -0.808991 -0.708823 0.031 -0.076 0.011
H 2.936734 0.741539 -0.404628 -1.910 0.532 1.396

Entry 5:
53
Properties=species:S:1:pos:R:3:forces:R:3 method="wB97M-V/def2-TZVPD" total_charge=+2 orbital_gap_ev="3.71 / 3.71" homo_ev="-12.19 / -12.20"
P -1.861817 0.812087 -1.017288 -4.100 3.080 -3.788
P 0.774107 -1.879135 -1.146641 2.182 -4.168 -4.402
C -1.293385 -0.265261 -2.413029 1.415 -1.748 0.580
C -0.813256 -1.719961 -2.019338 -1.583 1.848 0.252
H -0.530476 0.239517 -3.032011 -0.418 -0.127 0.359
H -2.181038 -0.383657 -3.035385 -0.216 0.181 0.190
H -1.596057 -2.238474 -1.442665 0.193 0.091 -0.317
H -0.657859 -2.270794 -2.949431 0.270 -0.146 0.134
C 2.018454 -1.607005 -2.510964 -0.289 -0.383 0.480
H 3.028355 -1.668270 -2.062655 -0.692 -0.222 -0.615
H 1.915544 -0.634294 -2.987067 0.032 -0.154 -0.102
H 1.875185 -2.414092 -3.196531 -0.205 -0.548 -0.993
C 0.817727 -3.704712 -1.073854 -0.340 0.607 0.498
H 0.905836 -4.042488 -2.085228 -0.170 -0.716 -0.426
H -0.104224 -4.027162 -0.591794 0.035 -0.499 -0.067
H 1.687903 -3.997638 -0.477865 -0.307 -0.185 -0.310
C -2.416323 2.142559 -2.224579 1.876 0.700 0.941
H -2.743217 3.009284 -1.623567 -0.141 -0.481 -0.606
H -3.177081 1.768548 -2.817858 -1.481 -0.353 -1.571
H -1.521567 2.467257 -2.816963 -0.810 -0.247 0.345
C -3.515485 0.187605 -0.592787 0.001 -0.221 -0.077
H -3.474271 -0.850048 -0.256798 -0.163 0.079 0.034
H -4.107288 0.296562 -1.479904 -0.673 -0.297 -0.470
H -3.912431 0.817520 0.213610 -0.045 -0.268 -0.508
Hf 1.022876 0.945002 3.329251 -1.867 2.131 -2.931
C 1.775926 -1.560898 0.234421 -2.253 5.476 2.630
C 2.342844 -0.328289 -0.578590 -2.457 1.791 4.858
C 1.315107 0.818003 -0.844809 0.465 0.753 -0.591
C 0.371659 2.139586 -0.053852 -0.403 0.150 -0.451
C -1.236239 2.071736 0.078033 4.317 -2.518 1.466
C -1.720768 0.903006 0.957234 3.450 -0.609 4.708
C -1.001541 -0.531744 1.027696 0.313 -0.223 0.400
C 0.539221 -1.123587 1.457350 0.652 -1.665 0.543
C 1.189211 3.135104 3.275200 0.200 -0.492 0.467
H 2.434306 -2.376754 0.598519 -0.650 0.626 -0.443
H 3.263231 -0.037179 -0.193168 1.914 0.830 0.309
H 0.486813 0.483891 -1.490593 0.609 -0.195 0.171
H 1.918188 1.450429 -1.530936 -0.469 -0.144 0.405
H 0.874425 2.582118 0.822332 -0.271 -0.638 0.216
H 0.527771 2.919283 -0.803245 0.143 -0.142 -0.132
H -1.804199 3.034864 0.126734 0.600 -1.198 -0.214
H -2.355565 1.082679 1.831824 -0.135 -0.182 -0.468
H -1.160771 -1.093706 0.068728 0.466 0.454 0.507
H -1.693320 -1.173621 1.631974 0.558 0.937 -0.026
H 1.019896 -0.922857 2.571194 -0.606 -0.542 -2.567
H 0.237864 -2.140718 1.771077 -0.109 0.203 -0.080
H 1.503090 3.316048 4.339101 -0.192 0.410 -0.647
H 0.180483 3.584179 3.085387 0.624 -0.320 0.272
H 1.914435 3.607101 2.581147 -0.271 -0.194 0.554
C 2.151323 -0.112564 4.669159 0.199 0.173 0.588
H 2.957786 -0.719431 4.228973 -0.071 0.116 0.623
H 1.331077 -0.728189 5.131366 0.768 0.222 0.200
H 2.497538 0.738558 5.319084 0.107 -1.034 0.073

Entry 6:
27
Properties=species:S:1:pos:R:3:forces:R:3 method="wB97M-V/def2-TZVPD" total_charge=+1 orbital_gap_ev="10.11 / 3.45" multiplicity=2 homo_ev="-13.82 / -13.66"
O 10.013748 -5.125145 10.928501 -0.636 0.131 0.522
H 10.245468 -6.049134 10.834761 0.002 -0.246 0.022
H 10.439379 -4.694568 10.187096 0.242 0.047 -0.188
O 6.128953 -7.075176 7.924235 -0.059 -0.094 0.017
H 5.912700 -7.029083 8.855542 -0.035 -0.218 0.303
H 6.290402 -6.166559 7.670096 0.122 0.143 -0.289
O 8.140680 -3.077900 8.164231 0.447 1.520 0.899
H 8.829859 -3.727652 8.302384 0.927 -0.437 0.295
H 7.409993 -3.577001 7.799229 -1.214 -0.743 -0.949
O 10.707551 -2.215783 6.583919 -0.408 -0.095 0.114
H 10.789087 -3.167172 6.517324 0.073 -0.105 -0.246
H 11.603078 -1.891011 6.490107 0.286 0.212 0.003
O 6.339082 -4.427543 6.705264 0.053 0.022 0.539
H 6.384777 -4.279136 5.760742 0.193 0.006 -0.479
H 5.461701 -4.135042 6.951978 -0.382 -0.078 -0.147
O 7.016681 -0.654546 9.769862 0.697 0.208 -0.544
H 6.656974 -0.060883 10.428958 -0.012 0.668 0.547
H 6.453200 -1.427279 9.809821 -0.197 -0.759 -0.253
O 5.188461 -2.634348 9.513952 -0.043 -0.725 0.566
H 4.590246 -3.234011 9.068114 -0.354 -0.445 0.189
H 4.705740 -2.345516 10.288407 -0.370 0.065 0.412
O 5.623601 -1.399177 7.345307 0.600 0.215 -0.875
H 4.906013 -1.584072 6.739419 -0.382 0.367 -0.415
H 5.511547 -2.035652 8.051397 0.051 0.323 0.360
O 11.511745 -4.661029 8.791049 -0.041 0.212 -0.433
H 11.553387 -4.685824 7.835082 0.114 -0.064 -0.179
H 12.314114 -5.097273 9.077620 0.326 -0.129 0.207

Entry 7:
18
Properties=species:S:1:pos:R:3:forces:R:3 method="wB97M-V/def2-TZVPD" total_charge=-1 orbital_gap_ev="2.86 / 7.61" multiplicity=2 homo_ev="0.55 / -4.20"
S 3.526225 0.212611 -0.552797 0.986 1.162 -1.987
S 2.377830 -1.261816 0.357451 -0.876 -2.154 1.508
C 1.392903 -0.245406 1.511273 0.501 -0.004 0.086
C 0.675933 0.878524 0.683897 -1.478 -1.049 -1.776
N -0.115236 0.254906 -0.484887 0.615 -0.168 -0.624
C -1.581307 0.395785 -0.463880 0.845 1.241 0.429
C -2.394665 -0.843686 -0.908733 2.155 -0.929 0.587
H 3.113864 -0.063808 -1.847311 0.234 0.440 0.923
H 0.777300 -0.977253 2.198943 0.490 1.575 -1.859
H 2.105163 0.193157 2.231564 -0.229 0.136 -0.285
H -0.081304 1.247074 1.330111 -0.910 0.557 0.652
H 1.183780 1.818939 0.316037 0.434 -1.534 0.626
H 0.337224 0.141988 -1.451197 -0.738 0.610 2.398
H -1.921525 1.353989 -0.939113 0.013 -0.645 0.103
H -1.754855 0.508706 0.625668 -0.327 0.216 -0.639
H -1.633143 -1.677231 -1.088101 -1.158 1.086 -0.739
H -2.738831 -1.168795 0.034446 -1.098 -0.721 1.017
H -3.269354 -0.767680 -1.553365 0.542 0.180 -0.422

Entry 8:
67
Properties=species:S:1:pos:R:3:forces:R:3 method="wB97M-V/def2-TZVPD" total_charge=+3 orbital_gap_ev="6.29 / 4.78" multiplicity=4 homo_ev="-15.65 / -15.68"
Tc 0.015622 -0.601357 -0.317996 1.139 0.818 -1.024
Br -1.154043 -1.720090 7.159839 0.127 -0.046 -0.692
C -1.018872 -1.739915 5.266339 -0.051 0.036 0.234
C -0.575406 -0.607169 4.583930 -0.013 -0.292 0.290
C -0.562002 -0.599885 3.205637 -0.138 -0.065 -0.398
C -1.039848 -1.693544 2.468635 0.369 0.003 1.662
C -1.395937 -2.858042 3.166653 0.081 0.289 -0.371
C -1.377923 -2.878182 4.545345 -0.023 0.134 0.299
N -1.208809 -1.586554 1.081479 -0.943 -0.528 -0.848
C -2.220178 -2.202245 0.538670 0.439 0.296 0.509
C -2.407515 -2.130821 -0.881404 -0.511 -0.217 -0.927
C -3.426453 -2.814726 -1.551478 0.475 0.311 0.481
C -3.507945 -2.717292 -2.929905 0.265 0.262 -0.217
C -2.594678 -1.909550 -3.596236 -0.205 -0.224 0.277
C -1.623577 -1.244266 -2.863300 0.135 0.292 -0.320
N -1.522802 -1.344614 -1.541784 -0.238 -0.433 0.021
H -0.251021 0.260304 5.139213 0.010 0.045 0.019
H -0.233265 0.294330 2.695794 -0.007 -0.026 0.064
H -1.669758 -3.757273 2.632260 -0.026 -0.069 -0.024
H -1.663358 -3.775287 5.069580 -0.032 -0.115 0.073
H -2.949185 -2.740512 1.136645 0.110 0.023 0.097
H -4.134418 -3.408214 -0.995339 -0.030 -0.109 0.104
H -4.264449 -3.256849 -3.475374 -0.135 -0.051 -0.063
H -2.631153 -1.795680 -4.667309 0.037 0.029 -0.109
H -0.909367 -0.594673 -3.351021 0.089 -0.003 -0.015
Cl 5.205759 -2.344468 -5.301167 0.076 -0.070 -0.086
C 4.031597 -1.674533 -4.263083 -0.620 -0.197 0.702
C 3.743043 -0.300376 -4.331099 0.044 -0.422 0.083
C 2.806839 0.267110 -3.499224 -0.680 -0.587 0.866
Cl 2.447348 1.936458 -3.598645 -0.040 0.338 -0.040
C 2.086449 -0.508016 -2.526608 2.063 -1.234 -1.844
O 1.206335 0.041346 -1.785422 -2.342 0.870 1.745
C 2.400116 -1.914968 -2.473662 -0.584 0.963 0.330
C 1.747360 -2.763296 -1.530039 1.138 -0.032 -1.223
O 0.917722 -2.422665 -0.672182 -0.901 0.221 0.851
C 3.351581 -2.464385 -3.344867 0.555 0.153 -0.577
H 4.271096 0.299798 -5.056073 0.002 0.172 -0.039
H 2.023178 -3.824130 -1.564484 -0.113 0.038 0.133
H 3.560222 -3.521204 -3.293152 0.084 -0.168 -0.018
Se 2.509820 3.581478 0.995141 -0.302 -0.480 -0.182
N 3.760462 2.630370 1.689458 1.341 -0.228 0.742
C 3.431734 1.346761 1.676321 -0.676 0.590 -0.502
C 4.184886 0.280921 2.193252 -0.055 -0.596 0.073
C 3.615973 -0.967655 2.131962 0.363 0.412 0.236
C 2.369119 -1.144614 1.520197 -0.241 -0.084 -0.063
N 1.651323 -0.175395 0.970830 -0.286 -0.772 -0.080
C 2.146200 1.079614 1.072273 0.345 1.906 0.132
N 1.500419 2.167009 0.663252 -0.322 -0.410 -0.329
H 5.154962 0.457821 2.624394 0.191 0.016 0.120
H 4.115190 -1.824009 2.555443 0.038 -0.104 -0.022
H 1.929611 -2.131099 1.469330 0.082 -0.091 0.013
C -1.839877 3.827337 2.537772 0.107 -0.314 0.987
N -2.006724 4.049603 1.128433 0.237 -0.503 -0.945
C -2.465109 5.189943 0.558023 -0.183 0.297 -0.556
C -2.463552 5.002938 -0.795503 -0.133 0.381 0.374
N -1.995704 3.749216 -1.030813 0.199 -0.169 0.977
C -1.820658 3.111070 -2.306166 0.148 -0.496 -0.775
C -1.712937 3.165010 0.149745 0.248 -0.272 -0.298
Se -1.282122 1.363891 0.547259 -0.597 -0.006 0.243
H -2.082549 4.742998 3.073266 0.028 -0.064 -0.059
H -0.807632 3.541254 2.748469 -0.092 0.099 0.010
H -2.500583 3.025947 2.875761 0.019 0.123 -0.032
H -2.765886 6.040047 1.138623 -0.024 0.132 0.079
H -2.766372 5.670983 -1.577784 -0.015 0.057 -0.163
H -2.099992 3.798145 -3.102016 0.043 -0.006 0.089
H -2.455547 2.224255 -2.363419 0.005 0.108 -0.011
H -0.776760 2.811593 -2.422668 -0.075 0.070 -0.061